1 | This record from OMol25 describes a 2-piece molecular cluster, C6H11NO overall. The level of theory is the ωB97M-V functional and the def2-TZVPD basis.

Values from the calculation:
**HOMO level (spin up / spin down)**: -8.95 / -8.95 eV
**Charge**: 0
**LUMO (spin up / spin down)**: -0.4 / -0.4 eV
**SMILES string**: [H]/N=C(/C)C=C.CC=O

Each line ends with the Löwdin charge.
Positions of all 19 atoms, in Å:
C: -1.21725 -1.20304 0.17835  0.057
H: -1.31243 -1.31925 1.25001  0.088
H: 0.83068 0.29376 1.84168  0.062
H: 1.69869 -2.49117 -0.94323  0.081
H: 0.45056 1.89092 -0.28401  0.137
H: 2.34105 -0.95164 -1.51514  0.080
N: 1.54403 -0.47057 1.47053  0.144
O: -0.20523 1.44293 1.57622  -0.060
H: -2.53110 1.49278 0.39979  0.084
C: -1.73700 1.90914 -0.21574  -0.055
H: -1.80205 2.99783 -0.21253  0.086
C: -0.18084 -0.52165 -0.34891  -0.193
H: -1.85366 1.56927 -1.24591  0.077
C: 1.25523 -0.83450 0.32556  -0.432
C: 2.16278 -1.55557 -0.62421  -0.051
H: -0.12424 -0.44874 -1.43239  0.107
C: -0.38702 1.50703 0.33070  -0.363
H: -2.04581 -1.55514 -0.41862  0.071
H: 3.11363 -1.75237 -0.13214  0.079

=====

2 | This record from OMol25 describes one molecule with the formula C6H11NO. The level of theory is the ωB97M-V functional and the def2-TZVPD basis.

Values from the calculation:
**HOMO level**: -7.07 eV
**Charge**: 0
**LUMO**: 0.9 eV
**SMILES string**: CC1(C)N[C@H]2C[C@@]21O

Each line ends with the Löwdin charge.
Positions of all 19 atoms, in Å:
O: -1.03814 -1.67446 -1.02300  -0.002
C: -0.00651 0.96334 1.47349  -0.018
H: -0.76608 0.60550 2.17690  0.091
H: 1.48182 -1.60095 1.21381  0.092
H: 0.96923 0.62412 1.83861  0.083
C: -1.60364 1.07004 -0.48008  -0.021
N: 0.81211 0.69873 -0.85895  0.052
H: -1.59150 2.16362 -0.40704  0.087
H: 2.36163 -0.64704 -0.75460  0.144
H: -1.77861 0.81771 -1.53198  0.081
C: -0.08279 -0.99732 -0.17959  -0.328
H: -0.00211 2.05886 1.51364  0.087
C: 1.07072 -1.76799 0.22477  -0.054
C: 1.28337 -0.71038 -0.85452  -0.218
H: -0.98957 -1.31064 -1.92463  0.109
H: 1.52078 1.33745 -0.50051  0.101
H: -2.46326 0.70888 0.09591  0.090
H: 1.13112 -2.80825 -0.07981  0.131
C: -0.30859 0.46880 0.05756  -0.506

=====

3 | This record from OMol25 describes one molecule with the formula C6H11NO. The level of theory is the ωB97M-V functional and the def2-TZVPD basis.

Values from the calculation:
**HOMO level**: -8.73 eV
**Charge**: 0
**LUMO**: 0.7 eV
**SMILES string**: [H]/N=C\C(O)=C(/C)CC

Each line ends with the Löwdin charge.
Positions of all 19 atoms, in Å:
C: 2.49908 0.65194 0.06125  -0.169
H: -2.79426 0.31959 -0.61337  0.071
H: 2.31878 1.69700 0.29020  0.091
C: -2.51082 -0.45953 0.08993  -0.119
C: 1.28088 -0.26086 -0.10269  -0.286
H: -1.03861 -1.35167 -1.18109  0.115
H: 0.91525 -2.12208 -0.42856  0.086
H: -0.88083 -1.76452 0.53802  0.109
H: -1.00364 1.66442 1.12966  0.085
O: 1.68148 -1.55580 -0.29039  0.037
C: 0.02798 0.17222 0.01248  -0.208
C: -1.09103 -0.94775 -0.16238  -0.195
H: -2.61836 -0.07154 1.10027  0.074
N: 3.70019 0.29337 -0.04641  0.099
H: 0.40611 2.27067 0.25957  0.062
H: 3.81368 -0.70528 -0.22354  0.047
H: -3.20950 -1.28718 -0.02799  0.073
H: -1.07032 1.87993 -0.61501  0.085
C: -0.42607 1.57709 0.21002  -0.057

=====

Most stable: 3 (next structure +208.8 kJ/mol)

=====

1 | This record from OMol25 describes a 2-piece molecular cluster, C6H12N2S overall. The level of theory is the ωB97M-V functional and the def2-TZVPD basis.

Values from the calculation:
**HOMO level**: -8.54 eV
**Charge**: 0
**LUMO**: 0.7 eV
**SMILES string**: Cc1c[nH]cn1.CCS

Each line ends with the Löwdin charge.
Positions of all 21 atoms, in Å:
H: -1.75715 2.52194 -1.12938  -0.070
H: -0.97868 -0.85808 2.59066  0.136
H: -0.96249 -3.17640 -2.22450  0.066
C: 0.61377 3.32889 -0.06940  -0.607
H: -0.15570 1.51348 0.82614  0.038
S: -1.10285 3.80829 -0.70397  0.569
C: -0.63984 -1.36991 1.63737  -0.209
C: 0.70694 -2.40902 0.16624  -0.027
H: -0.05859 -1.90691 -2.58471  0.081
C: -0.83200 -2.18226 -1.87097  -0.081
H: 1.22647 3.62138 -0.87399  0.024
H: 1.30739 -2.25824 2.14361  0.170
C: 0.76689 2.00786 0.58322  -0.199
H: -1.76955 -1.49534 -1.93875  0.122
N: -1.30078 -1.35238 0.39453  0.073
H: 1.17051 1.32101 -0.14080  0.071
N: 0.45541 -2.08139 1.55426  0.009
H: 1.43480 -3.07302 -0.14541  0.072
H: 1.11886 3.89099 0.73313  0.074
H: 1.23757 2.17978 1.57443  0.085
C: -0.48097 -2.03064 -0.52173  -0.398

=====

2 | This record from OMol25 describes C6H12N2S as an isolated structure. The level of theory is the ωB97M-V functional and the def2-TZVPD basis.

Values from the calculation:
**HOMO level (spin up / spin down)**: -7.88 / -8.17 eV
**Charge**: 0
**LUMO (spin up / spin down)**: -0.1 / -0.4 eV

Each line ends with the Löwdin charge.
Positions of all 21 atoms, in Å:
H: 1.72912 1.19284 2.17406  0.100
H: 0.07032 1.72932 2.73965  0.067
H: -2.93536 -0.51450 2.59051  0.071
C: 0.69992 0.79091 2.42317  -0.137
N: -2.05982 0.12362 2.55030  -0.341
N: -1.81628 2.73875 1.66739  -0.117
H: -0.44948 -1.93569 -3.50761  0.087
C: 1.04475 -1.15526 -2.16804  -0.207
C: 0.29182 -0.81162 -1.17997  -0.166
C: 0.65748 -1.80152 -3.41186  -0.112
H: -2.30138 1.04658 3.07931  0.051
H: 1.18770 -2.72250 -3.60160  0.059
H: 1.04747 -1.20051 -4.39783  0.130
H: -0.76993 -0.87426 -1.32131  0.085
H: -0.86797 3.14337 1.61933  -0.105
H: 1.92517 -0.26099 0.17877  0.145
S: -1.59797 0.50059 0.94623  0.936
C: 0.75930 -0.28474 0.09167  -0.127
H: 2.07613 -0.91038 -2.05963  0.102
H: 0.62499 0.27835 3.36146  0.063
C: 0.13322 0.31165 1.14698  -0.584

=====

Most stable: 1 (next structure +360.3 kJ/mol)

=====

1 | This record from OMol25 describes one molecule with the formula C19H18BFN4O3. The level of theory is the ωB97M-V functional and the def2-TZVPD basis.

Values from the calculation:
**HOMO level**: -8.29 eV
**Charge**: 0
**LUMO**: 0.4 eV
**SMILES string**: CN(Cc1ccc(B(O)O)cc1)c1ncc(C(=O)Nc2ccc(F)cc2)cn1

Each line ends with the Löwdin charge.
Positions of all 46 atoms, in Å:
H: 2.80013 -1.92020 -2.92388  0.133
H: -0.12235 2.86481 2.75388  0.128
C: -0.35459 -2.55516 -5.13987  -0.033
H: -4.08153 -2.30023 -6.68719  0.113
H: -0.97904 4.36770 4.26442  0.102
C: 0.71453 -1.98585 -3.13731  -0.248
N: 1.63542 -0.79231 0.05469  0.127
H: -1.67181 4.93146 6.53291  0.099
C: -0.04494 1.53455 5.82723  -0.005
N: 1.89836 -0.18255 -2.10829  -0.090
C: 1.81286 0.74277 -3.21266  -0.040
H: 0.41117 0.57527 5.60291  0.100
C: 0.58936 0.95377 3.05591  -0.408
C: 1.71620 0.23108 -0.79801  -0.315
H: 1.27922 2.80286 1.12458  0.118
H: 1.08013 -1.36579 1.87765  0.131
C: -0.97190 3.10943 7.39762  -0.261
H: 2.28980 0.32844 -4.10715  0.092
C: 1.28369 -0.51375 1.26202  -0.068
C: 0.80029 -2.27408 -4.46028  -0.033
O: -3.23447 -2.00397 -6.30353  0.158
C: -0.47518 -2.04951 -2.43014  -0.012
H: 1.76351 -2.33004 -4.98597  0.128
F: -1.44428 3.32481 8.65515  0.044
O: -3.42085 -4.12875 -5.08682  0.152
H: 2.27762 1.69894 -2.94126  0.084
N: 1.65933 1.54267 -0.48402  0.155
H: -2.97089 -4.72815 -4.45613  0.122
C: -0.33481 1.88593 7.12392  0.005
H: 0.75703 0.92040 -3.43182  0.094
H: -0.14040 1.25267 7.95582  0.110
C: 1.33854 1.78289 0.75744  -0.079
C: -0.75235 3.71279 5.07570  -0.017
B: -2.83839 -2.89400 -5.30646  -0.586
C: -1.61502 -2.39445 -3.09914  -0.029
C: -0.27016 2.43812 4.78369  -0.217
H: -0.37629 -2.77884 -6.16437  0.107
O: 0.79353 0.03170 3.81671  0.055
H: -0.49910 -1.98931 -1.35510  0.116
H: -2.51051 -2.51321 -2.55199  0.108
H: 1.89143 -2.11980 -1.40186  0.116
C: -1.54339 -2.57419 -4.46754  -0.119
C: -1.16649 4.02475 6.37835  -0.007
C: 1.06079 0.76831 1.66485  -0.120
C: 1.90074 -1.60116 -2.37101  -0.152
N: 0.06506 2.16915 3.44635  0.141

=====

2 | This record from OMol25 describes one molecule with the formula C19H18BFN4O3. The level of theory is the ωB97M-V functional and the def2-TZVPD basis.

Values from the calculation:
**HOMO level**: -8.40 eV
**Charge**: 0
**LUMO**: 0.2 eV
**SMILES string**: CN(Cc1cccc(B(O)O)c1)c1ncc(C(=O)Nc2ccc(F)cc2)cn1

Each line ends with the Löwdin charge.
Positions of all 46 atoms, in Å:
H: 0.35489 1.91411 2.60367  0.123
C: -1.44147 0.86318 1.12046  -0.314
C: 1.23563 -0.49053 4.56544  0.011
C: -0.12359 1.12698 3.19277  -0.139
N: -2.52286 0.29152 0.54638  0.152
C: -0.72364 1.27134 -5.12899  -0.236
C: 2.29349 -1.57795 2.19859  -0.061
O: 1.56529 -2.55763 6.86150  0.165
H: -1.74376 -0.52716 -5.26240  0.107
C: -2.18955 -0.19857 3.22264  -0.050
C: -1.07222 0.11401 -7.21321  0.000
H: 2.74063 -1.93875 1.28586  0.106
C: -0.03175 2.28130 -5.81586  -0.020
H: 0.73928 2.95078 -7.68431  0.126
B: 2.51327 -2.27907 5.89844  -0.625
H: -0.72795 2.15090 -3.26407  0.140
C: 0.82322 0.01247 3.34724  -0.207
C: 1.38600 -0.53603 2.18051  -0.016
C: -1.26687 0.22998 -2.91463  -0.402
H: -3.27547 -0.25286 -1.30859  0.125
N: -1.34754 0.73385 2.50763  -0.095
H: -1.74877 -1.17471 3.38262  0.089
H: -0.39369 1.53688 4.17677  0.129
H: -2.43579 0.25024 4.19850  0.095
C: -0.30777 1.12534 -0.81480  -0.077
H: 3.26046 -2.99016 3.52615  0.113
H: 0.44980 1.60261 -1.41368  0.124
N: -0.92670 1.28977 -3.75480  0.138
C: -2.46321 0.17536 -0.76469  -0.048
F: -0.03623 0.92490 -9.19119  0.041
H: 0.78278 -0.20994 5.48379  0.114
C: -1.32669 0.47953 -1.47811  -0.141
H: -1.29717 -0.81731 -7.73450  0.127
C: 0.12078 2.19479 -7.17913  -0.024
C: 2.60505 -2.13962 3.40676  -0.041
O: -1.48924 -0.89361 -3.35385  0.066
C: 2.07533 -1.58275 4.56737  -0.100
O: 3.84156 -2.56720 6.00636  0.174
C: -0.39067 1.12182 -7.88835  -0.263
H: 0.41583 3.04402 -5.20893  0.107
H: 0.99177 -0.25805 1.21026  0.091
H: -3.11219 -0.37448 2.66999  0.075
H: 4.09306 -2.84163 6.90088  0.112
C: -1.21559 0.21608 -5.86167  -0.025
H: 1.68562 -3.02659 7.70130  0.109
N: -0.36335 1.33283 0.47391  0.123

=====

Most stable: 1 (next structure +7.2 kJ/mol)

=====

1 | This record from OMol25 describes C6H8O2 as an isolated structure. The level of theory is the ωB97M-V functional and the def2-TZVPD basis.

Values from the calculation:
**HOMO level**: -8.18 eV
**Charge**: 0
**LUMO**: 0.5 eV

Each line ends with the Löwdin charge.
Positions of all 16 atoms, in Å:
H: 1.08845 2.21739 0.90027  0.125
C: 0.06159 0.77789 -0.41817  -0.266
H: -1.38862 -2.14251 0.40924  0.188
C: 0.94018 1.13858 0.62350  -0.074
C: 2.03089 0.17015 0.64716  -0.020
H: 0.13072 -1.28255 -1.49281  0.110
C: -1.67383 -0.89266 1.07865  -0.074
H: -3.03726 -0.71650 1.22290  0.193
H: -0.52134 -0.66400 1.92845  0.178
H: 2.82707 0.04361 1.37555  0.107
O: -2.34445 0.40347 -0.61843  0.004
O: 1.93026 -0.91478 -0.32253  -0.096
C: 0.65387 -0.50890 -1.02487  -0.109
H: -0.43491 1.48908 -1.07181  0.139
C: -1.40430 0.16034 0.11683  -0.529
H: 0.99909 0.07352 -1.88265  0.123

=====

2 | This record from OMol25 describes one molecule with the formula C6H8O2. The level of theory is the ωB97M-V functional and the def2-TZVPD basis.

Values from the calculation:
**HOMO level**: -8.94 eV
**Charge**: 0
**LUMO**: 0.6 eV
**SMILES string**: O[C@@H]1[C@H]2C=C[C@]1(O)C2

Each line ends with the Löwdin charge.
Positions of all 16 atoms, in Å:
C: 0.04577 1.29089 0.30950  -0.172
H: -2.10127 -0.59180 -1.48478  0.093
C: -0.20516 0.04697 1.39080  0.002
H: -2.00088 1.81203 -0.83271  0.113
O: 2.41394 -0.19418 -0.07295  -0.122
H: 0.74902 0.07258 2.02644  0.142
H: 0.91322 0.62754 -1.56881  0.160
C: -0.08044 -0.81221 0.08724  -0.492
H: 0.21361 2.45508 0.50196  0.158
O: 0.24918 -2.13317 0.15192  -0.013
H: 2.18682 -1.16722 0.53320  0.211
H: -1.09535 -0.02285 1.75711  0.036
H: 0.11228 -2.39252 -0.87776  0.199
C: -1.25883 -0.32529 -0.85945  0.005
C: 1.04955 0.28052 -0.43083  -0.238
C: -1.19147 1.05362 -0.63087  -0.081

=====

3 | This record from OMol25 describes one molecule with the formula C6H8O2. The level of theory is the ωB97M-V functional and the def2-TZVPD basis.

Values from the calculation:
**HOMO level**: -9.02 eV
**Charge**: 0
**LUMO**: 1.0 eV
**SMILES string**: C[C@@H]1OC=C[C@@H]2O[C@@H]12

Each line ends with the Löwdin charge.
Positions of all 16 atoms, in Å:
H: 0.34126 0.82014 2.95930  0.117
C: -0.18075 -0.17144 -1.88400  -0.053
H: 1.87582 -0.72491 -1.90644  0.135
C: -1.20585 -0.20462 -0.79882  -0.272
H: 1.35496 1.42055 1.72992  0.065
H: -0.28689 -1.16388 1.43677  0.150
C: 1.08294 0.48238 2.15150  -0.009
C: 0.96101 -0.55226 -1.31362  -0.143
C: -0.54451 0.58451 0.26401  -0.262
O: 1.25023 -0.65158 0.03765  -0.059
O: -1.92605 0.74408 -0.06303  0.058
H: -0.47366 -0.26971 -3.00035  0.135
H: 0.13746 1.39911 -0.04813  0.169
H: -1.65234 -1.27140 -0.62818  0.186
C: 0.25502 -0.29779 1.09555  -0.267
H: 1.90282 0.00537 2.57241  0.051

=====

Most stable: 3 (next structure +82.8 kJ/mol)